No. 1
ORCA calculation (ωB97M-V with the def2-TZVPD basis set) on C14H30F6N5O2PReSSb as an isolated structure.

Element x y z (Å)
Re  0.77017  -0.70212  0.29272
C  3.73227  -3.15702  2.12762
S  3.96737  -1.39572  1.81832
C  4.16607  -0.78982  3.51932
O  2.58257  -0.82352  1.42472
H  4.42737  -3.45452  2.91172
H  3.97147  -3.72232  1.22862
H  2.70747  -3.37082  2.43222
H  5.10017  -1.19232  3.91162
H  3.32597  -1.11982  4.13012
H  4.23517  0.29538  3.50852
C  -4.29203  -1.17102  -2.13898
N  -3.76073  0.16398  -1.91578
C  -4.39673  0.77938  -0.76408
N  -4.07803  -0.05002  0.38492
C  -4.59673  -1.39642  0.21972
N  -3.94743  -1.93782  -0.95908
C  -2.58593  -2.27712  -0.83258
P  -1.56613  -0.69852  -0.51128
C  -2.35013  0.28118  -1.96338
C  -2.73143  0.01148  0.81592
H  -3.86213  -1.62232  -3.03778
H  -5.38013  -1.13822  -2.26548
H  -5.48333  0.82278  -0.90848
H  -4.03363  1.80278  -0.62308
H  -5.68133  -1.35812  0.06882
H  -4.38333  -2.01222  1.09742
H  -2.21873  -2.74252  -1.75578
H  -2.42413  -2.98412  -0.00978
H  -1.98163  -0.12722  -2.90868
H  -2.06853  1.33908  -1.90008
H  -2.45573  1.05298  1.01042
H  -2.60273  -0.56522  1.73872
C  0.41017  2.64768  1.89482
N  1.04487  3.07248  0.66372
C  1.30357  4.50178  0.56542
C  1.54817  4.92068  -0.87298
C  2.57047  3.99958  -1.51798
N  2.19677  2.60618  -1.32638
C  2.64287  1.68018  -2.34328
C  1.46037  2.22668  -0.28318
O  1.12527  0.94468  -0.15038
H  -0.63133  2.97258  1.91932
H  0.92047  3.13258  2.72962
H  0.47147  1.56948  2.05212
H  2.16227  4.74868  1.19922
H  0.44057  5.03588  0.97622
H  1.91187  5.94758  -0.89548
H  0.61587  4.89388  -1.44018
H  3.56747  4.17378  -1.09518
H  2.64237  4.19438  -2.59288
H  2.07427  1.83078  -3.26618
H  2.54307  0.64538  -2.01268
H  3.69107  1.88378  -2.57278
F  0.48997  -2.31472  0.81562
Sb  0.49257  -5.55762  -0.42428
F  -0.23513  -3.87442  -1.14848
F  -0.39553  -4.94102  1.16312
F  -0.91303  -6.72152  -0.88858
F  2.10937  -5.42912  0.63062
F  1.63427  -5.53042  -1.92608

Forces on atoms 1 to 2 (eV/Å):
2.38 -0.27 0.67
-0.10 -0.04 -0.19

## Properties
- Lowest unoccupied orbital energy (alpha / beta): -14.97 / -15.22 eV
- Multiplicity: 3
- Gap between HOMO and LUMO (alpha / beta): 5.99 / 5.24 eV
- Largest force on an atom: 3.5 eV Å⁻¹
- HOMO energy (alpha / beta): -0.770 / -0.752 Ha
- Charge: +4



No. 2
ORCA calculation (ωB97M-V with the def2-TZVPD basis set) on C14H30KN2O3 as an isolated structure.

Element x y z (Å)
C  5.69166  -2.45958  1.39905
C  4.31569  -1.69248  0.92683
C  4.71888  -0.21414  0.27596
C  3.40092  0.78677  0.15187
C  3.18967  1.25134  -1.43414
C  1.57811  1.68694  -1.53325
C  0.61703  0.33135  -1.71701
C  -0.72189  0.45031  -0.73835
N  -1.97953  0.31425  -1.56206
C  -2.27189  -1.10453  -1.98470
O  -1.96496  -2.13932  -0.98735
C  -2.97758  -2.21672  0.07683
C  -3.50505  -3.73104  0.42565
C  -3.17183  1.01568  -0.95343
O  -4.07155  1.55878  -1.81258
O  -3.45771  1.10890  0.50460
C  -3.61577  2.52975  0.89053
C  -2.82773  2.93668  2.28353
N  -2.57668  1.77480  3.22093
H  6.22606  -1.86208  2.28086
H  6.46343  -2.41317  0.49034
H  5.50683  -3.56710  1.76318
H  3.72094  -2.25885  0.07902
H  3.54928  -1.52774  1.81230
H  5.27706  -0.31946  -0.75704
H  5.50160  0.25875  1.03629
H  3.55704  1.74162  0.83723
H  2.43968  0.24350  0.59358
H  3.47765  0.41234  -2.19798
H  3.79157  2.24854  -1.56755
H  1.35794  2.26851  -0.53578
H  1.38649  2.46976  -2.41197
H  0.22537  0.39719  -2.84004
H  1.25259  -0.63213  -1.52318
H  -0.70561  1.57582  -0.33996
H  -0.66849  -0.22399  0.21596
H  -1.63686  -1.35310  -2.96258
H  -3.40580  -1.11563  -2.35669
H  -3.92855  -1.54526  -0.11868
H  -2.47766  -1.77327  1.06246
H  -4.57625  -3.85083  -0.08544
H  -3.72972  -3.74303  1.59683
H  -2.74655  -4.56664  0.11589
H  -3.09108  3.15715  0.02176
H  -4.75021  2.85357  1.03616
H  -3.55600  3.68462  2.86251
H  -1.83794  3.55007  2.05178
H  -3.36738  1.09383  3.22530
H  -1.67503  1.32547  2.89675
K  -1.95021  1.28379  -3.71421

Forces on atoms 1 to 2 (eV/Å):
0.23 0.51 -0.16
0.11 0.69 -0.64

## Properties
- Lowest unoccupied orbital energy: -3.40 eV
- Gap between HOMO and LUMO: 8.48 eV
- Largest force on an atom: 8.2 eV Å⁻¹
- HOMO energy: -0.437 Ha
- Charge: +1



No. 3
ORCA calculation (ωB97M-V with the def2-TZVPD basis set) on C14H30N4NbO3Si as an isolated structure.

Element x y z (Å)
Nb  9.51969  10.52707  8.14175
C  12.68396  12.81794  6.97972
C  11.51175  13.11285  7.83672
C  11.51902  14.28812  8.57929
C  10.38966  14.71954  9.31733
C  9.24537  13.95554  9.31414
C  9.25111  12.73973  8.48662
N  10.38423  12.31230  7.80527
N  8.09065  11.94008  8.19464
Si  6.25903  12.22688  8.14777
C  5.64353  11.39006  6.63338
C  5.47448  11.41448  9.69966
C  6.00719  14.08652  8.24119
H  13.38254  13.63549  7.12438
H  12.34756  12.61128  5.99059
H  13.24226  11.89275  7.26093
H  12.44885  14.84906  8.64580
H  10.60768  15.51105  9.98873
H  8.31562  14.18674  9.87295
H  4.55717  11.22742  6.78459
H  5.99744  10.35953  6.56011
H  5.80822  11.98648  5.67963
H  5.19425  10.34084  9.65693
H  4.60604  12.01281  10.04238
H  6.14900  11.54934  10.55871
H  6.38811  14.68283  7.40838
H  6.32467  14.42500  9.26314
H  4.94677  14.24079  8.29348
C  11.33998  7.30430  9.75234
N  11.95292  8.37945  10.49034
C  11.52828  9.65720  10.53079
N  12.27014  10.52943  11.23537
O  10.60097  10.13569  9.81169
H  10.64984  6.78279  10.46874
H  12.10990  6.56514  9.49393
H  10.79060  7.74160  8.91448
H  12.68390  8.19530  11.15081
H  13.28081  10.24114  11.40511
H  12.21126  11.53080  11.09806
O  7.91339  9.35039  9.40467
H  7.61873  8.51641  9.78891
H  7.21798  9.92276  9.84559
C  11.25952  8.65080  5.06399
C  9.85179  9.14960  5.13359
C  9.59065  10.23612  4.08392
O  9.63265  9.65810  6.50597
H  11.49605  8.37525  4.06389
H  11.32286  7.68694  5.59935
H  12.01654  9.40387  5.37504
H  8.97708  8.38400  5.03029
H  10.40264  11.01905  3.99582
H  8.59254  10.70000  4.19282
H  9.63962  9.64672  3.17467

Forces on atoms 1 to 2 (eV/Å):
-1.83 -1.97 -1.40
0.68 -1.47 1.33

## Properties
- Lowest unoccupied orbital energy (alpha / beta): -12.29 / -12.29 eV
- Gap between HOMO and LUMO (alpha / beta): 6.29 / 6.29 eV
- Largest force on an atom: 3.9 eV Å⁻¹
- HOMO energy (alpha / beta): -0.683 / -0.683 Ha
- Charge: +3



No. 4
ORCA calculation (ωB97M-V with the def2-TZVPD basis set) on a 2-piece molecular cluster, C14H30NO5 overall.

Element x y z (Å)
C  3.14731  2.42448  0.43948
C  3.80289  1.04900  0.39116
C  3.14793  0.10640  -0.58581
C  1.67648  -0.15303  -0.28947
C  1.26975  -1.47149  -0.92200
C  -0.23081  -1.66541  -1.08363
C  -1.01944  -1.49532  0.20615
C  -2.51835  -1.21053  -0.04142
C  -2.97732  0.02320  0.72452
N  -3.17270  -0.28430  2.15988
C  -4.22239  0.65812  0.14062
O  -4.34648  2.00242  0.58969
C  -4.81016  2.90306  -0.38116
C  -3.80144  3.26218  -1.50984
O  -2.47197  2.96255  -1.18412
O  -2.03956  1.99137  -2.13225
H  3.77878  3.10862  1.00053
H  2.19746  2.37101  0.95556
H  3.01818  2.82555  -0.55959
H  3.79722  0.61976  1.38543
H  4.85074  1.16431  0.11923
H  3.24417  0.49380  -1.60103
H  3.66535  -0.84376  -0.55161
H  1.04815  0.66480  -0.63412
H  1.59561  -0.25582  0.78851
H  1.68053  -2.31105  -0.37623
H  1.70612  -1.50031  -1.91735
H  -0.62240  -1.03165  -1.87778
H  -0.38233  -2.68293  -1.43411
H  -0.59221  -0.68394  0.77996
H  -0.90223  -2.37213  0.82421
H  -2.72485  -1.13270  -1.10233
H  -3.07638  -2.05075  0.36376
H  -2.21212  0.78795  0.64461
H  -2.44602  0.17268  2.69705
H  -4.02919  0.17451  2.45156
H  -5.08026  0.07403  0.48122
H  -4.18638  0.57853  -0.94041
H  -5.74178  2.55202  -0.82603
H  -5.04844  3.81663  0.14803
H  -4.07947  2.76099  -2.42304
H  -3.83289  4.33411  -1.67529
H  -1.46810  1.40881  -1.60069
C  5.54035  -3.54731  1.36869
C  4.06536  -3.31146  0.96896
O  3.38439  -2.61106  1.75412
O  3.71076  -3.84427  -0.10702
H  5.77952  -3.05394  2.31164
H  5.72814  -4.61820  1.47230
H  6.20048  -3.15957  0.58945

Forces on atoms 1 to 2 (eV/Å):
0.45 -0.22 0.27
0.18 0.46 -0.14

## Properties
- Lowest unoccupied orbital energy: 2.52 eV
- Gap between HOMO and LUMO: 6.75 eV
- Largest force on an atom: 1.0 eV Å⁻¹
- HOMO energy: -0.156 Ha
- Charge: -1



What is the formula in the third record?
C14H30N4NbO3Si



The lowest largest force on an atom belongs to which entry?
C14H30NO5